{
  "formula": "C27H37AsF3HgN3PS4",
  "method": "ωB97M-V/def2-TZVPD",
  "species": ["Hg", "C", "C", "C", "C", "C", "C", "C", "N", "C", "C", "C", "C", "C", "C", "C", "N", "C", "C", "C", "C", "H", "H", "H", "H", "H", "H", "H", "H", "H", "H", "H", "H", "H", "H", "H", "H", "H", "H", "H", "H", "H", "H", "H", "H", "S", "As", "S", "S", "S", "C", "P", "C", "C", "H", "H", "H", "H", "H", "H", "H", "H", "H", "F", "C", "F", "F", "C", "C", "C", "N", "C", "C", "H", "H", "H", "H"],
  "positions_angstrom": [[-0.30, 1.80, 1.50], [-4.92, -2.60, -2.61], [-5.36, -1.44, -1.71], [-6.16, -0.45, -2.57], [-6.26, -2.00, -0.60], [-4.18, -0.73, -1.07], [-4.42, 0.40, -0.28], [-3.35, 1.05, 0.30], [-2.10, 0.65, 0.18], [-1.83, -0.45, -0.55], [-2.88, -1.14, -1.20], [-0.45, -0.88, -0.60], [0.02, -1.88, -1.47], [1.35, -2.25, -1.49], [2.20, -1.60, -0.57], [1.67, -0.64, 0.26], [0.41, -0.26, 0.26], [1.93, -3.26, -2.48], [0.86, -3.94, -3.33], [2.89, -2.49, -3.41], [2.71, -4.35, -1.72], [-5.80, -3.07, -3.07], [-4.40, -3.37, -2.04], [-4.27, -2.25, -3.41], [-7.00, -0.95, -3.06], [-5.51, -0.03, -3.34], [-6.55, 0.37, -1.97], [-7.16, -2.45, -1.02], [-6.55, -1.21, 0.09], [-5.72, -2.76, -0.03], [-5.42, 0.77, -0.11], [-3.54, 1.94, 0.90], [-2.64, -2.02, -1.79], [-0.68, -2.35, -2.14], [3.26, -1.83, -0.51], [2.30, -0.14, 0.99], [0.32, -3.21, -3.92], [0.16, -4.49, -2.71], [1.34, -4.64, -4.02], [2.33, -1.74, -3.96], [3.36, -3.17, -4.12], [3.66, -1.99, -2.84], [2.04, -4.87, -1.03], [3.52, -3.92, -1.14], [3.13, -5.07, -2.41], [-1.22, 4.72, 4.66], [-2.13, 3.60, 3.14], [-1.70, 1.44, 3.45], [-1.17, 4.00, 1.17], [-4.19, 3.97, 3.05], [3.34, 0.12, 3.78], [1.60, 0.74, 3.61], [0.76, -0.83, 4.07], [1.48, 1.68, 5.18], [3.49, -0.33, 4.77], [4.04, 0.95, 3.66], [3.54, -0.62, 3.01], [1.17, -1.22, 5.01], [0.91, -1.54, 3.26], [-0.30, -0.63, 4.18], [1.73, 1.05, 6.03], [0.46, 2.08, 5.27], [2.17, 2.52, 5.13], [6.27, 5.44, 0.13], [5.45, 5.00, -0.86], [5.20, 6.12, -1.60], [6.22, 4.24, -1.66], [4.24, 4.31, -0.36], [3.74, 3.15, -0.99], [2.66, 2.52, -0.43], [2.03, 2.95, 0.67], [2.45, 4.10, 1.21], [3.53, 4.80, 0.76], [4.21, 2.77, -1.89], [2.28, 1.61, -0.87], [1.87, 4.47, 2.05], [3.85, 5.72, 1.23]],
  "mulliken_spin": [0.0000, 0.0118, -0.0080, -0.0018, -0.0070, -0.0730, 0.1384, -0.0459, 0.1169, 0.0386, 0.0999, 0.2559, 0.0206, -0.0153, 0.2252, -0.0840, 0.1723, -0.0165, 0.0221, -0.0052, 0.0061, 0.0005, 0.0004, -0.0041, 0.0002, 0.0007, 0.0004, 0.0003, 0.0029, 0.0012, 0.0227, 0.0018, 0.0466, 0.0168, 0.0562, -0.0144, -0.0010, -0.0064, 0.0012, 0.0008, 0.0005, 0.0070, 0.0000, 0.0045, -0.0007, 0.0002, 0.0000, 0.0026, 0.0023, 0.0000, 0.0005, -0.0005, -0.0022, 0.0003, 0.0001, 0.0001, 0.0009, 0.0000, 0.0035, 0.0005, 0.0001, -0.0001, 0.0000, 0.0000, 0.0000, 0.0000, 0.0000, 0.0001, -0.0101, 0.0044, 0.0039, 0.0006, -0.0007, 0.0008, 0.0038, -0.0001, -0.0002],
  "homo_lumo_gap_ha": [0.136, 0.180],
  "spin_multiplicity": 2,
  "e_homo_ev": [0.1, -1.1],
  "e_above_lowest_kcal_mol": 27.1,
  "charge": -2
}

{
  "formula": "C27H37BaBr4FN2O7S4Si",
  "method": "ωB97M-V/def2-TZVPD",
  "species": ["Ba", "C", "C", "S", "C", "C", "S", "C", "C", "S", "C", "C", "S", "H", "H", "H", "H", "H", "H", "H", "H", "H", "H", "H", "H", "H", "H", "H", "H", "Br", "C", "C", "Br", "C", "Br", "C", "O", "C", "O", "C", "Br", "C", "C", "C", "O", "H", "H", "H", "H", "H", "H", "C", "Si", "C", "C", "C", "H", "H", "H", "H", "H", "H", "H", "H", "H", "H", "H", "F", "C", "C", "N", "C", "C", "O", "O", "C", "O", "N", "C", "O", "H", "H", "H", "H"],
  "positions_angstrom": [[-0.10, -0.71, 0.01], [1.98, 1.40, 3.52], [0.71, 0.86, 4.17], [-0.69, 1.00, 3.04], [-1.93, 0.01, 3.89], [-1.56, -1.43, 4.23], [-1.18, -2.47, 2.79], [0.30, -3.34, 3.39], [1.13, -3.95, 2.25], [2.17, -2.81, 1.32], [3.47, -2.37, 2.53], [3.20, -1.19, 3.43], [2.49, 0.51, 2.03], [2.79, 1.30, 4.25], [1.86, 2.46, 3.29], [0.50, 1.41, 5.09], [0.89, -0.18, 4.42], [-2.79, 0.04, 3.21], [-2.24, 0.50, 4.82], [-2.38, -1.87, 4.79], [-0.69, -1.45, 4.88], [0.00, -4.14, 4.07], [0.91, -2.63, 3.94], [0.48, -4.43, 1.51], [1.75, -4.74, 2.68], [4.31, -2.14, 1.88], [3.73, -3.33, 3.01], [4.15, -0.81, 3.82], [2.59, -1.48, 4.30], [1.99, -4.82, -5.89], [1.92, -3.45, -4.58], [2.71, -2.33, -4.69], [3.91, -2.12, -6.14], [2.63, -1.33, -3.69], [3.62, 0.29, -3.82], [1.79, -1.44, -2.58], [1.66, -0.51, -1.70], [0.97, -2.65, -2.45], [0.17, -2.72, -1.44], [1.04, -3.58, -3.48], [-0.10, -5.09, -3.29], [-1.39, 2.52, -3.43], [-1.21, 1.20, -2.73], [-1.29, -0.08, -3.50], [-0.93, 1.20, -1.55], [-2.02, 2.45, -4.32], [-0.40, 2.86, -3.74], [-1.79, 3.25, -2.73], [-1.96, 0.01, -4.36], [-1.59, -0.90, -2.85], [-0.28, -0.29, -3.88], [2.74, 4.76, 2.02], [3.15, 3.42, 0.74], [4.92, 2.85, 1.05], [3.16, 4.31, -0.93], [1.95, 2.02, 0.80], [3.38, 5.63, 1.86], [2.89, 4.42, 3.04], [1.70, 5.07, 1.92], [5.61, 3.70, 1.01], [5.22, 2.12, 0.29], [5.00, 2.36, 2.02], [3.90, 5.12, -0.95], [2.18, 4.73, -1.15], [3.40, 3.60, -1.73], [1.98, 1.51, -0.18], [0.93, 2.38, 0.95], [-4.62, 2.23, -3.69], [-5.12, 1.10, -3.17], [-4.80, 0.69, -1.94], [-5.32, -0.47, -1.39], [-4.90, -0.85, -0.03], [-3.40, -0.53, 0.13], [-2.63, -1.27, -0.51], [-3.11, 0.46, 0.84], [-6.18, -1.26, -2.09], [-6.71, -2.27, -1.66], [-6.46, -0.82, -3.38], [-6.02, 0.33, -4.01], [-6.35, 0.62, -5.15], [-4.11, 1.23, -1.30], [-5.09, -1.92, 0.06], [-5.50, -0.30, 0.69], [-7.08, -1.42, -3.91]],
  "lowdin_charge": [1.8022, -0.5501, -0.5320, 0.8324, -0.5468, -0.5338, 0.8388, -0.5256, -0.5562, 0.7931, -0.5890, -0.4103, 0.7326, 0.0709, 0.0434, 0.0784, 0.0371, 0.0492, 0.0726, 0.0677, 0.0579, 0.0720, 0.0428, 0.0698, 0.0681, 0.0546, 0.0535, 0.0155, -0.0007, 0.6190, -0.7846, -0.7846, 0.6176, -0.6586, 0.6811, -0.4951, -0.3770, -0.4960, -0.3627, -0.6495, 0.6798, -0.0090, -0.4747, 0.0139, -0.1222, 0.0690, 0.0953, 0.0856, 0.0841, 0.0787, 0.1028, -0.1987, 0.4122, -0.1970, -0.1930, -0.5225, 0.0161, 0.0115, 0.0249, 0.0176, 0.0321, 0.0130, 0.0153, 0.0202, 0.0205, -0.0123, 0.0066, 0.0763, -0.1838, 0.0648, 0.0244, -0.0238, -0.7364, -0.1844, -0.0625, -0.4681, 0.0724, 0.2111, -0.4140, 0.0731, 0.1510, 0.1243, 0.1262, 0.1620],
  "homo_lumo_gap_ha": 0.176,
  "e_homo_ev": -1.1,
  "e_above_lowest_kcal_mol": 9.2,
  "charge": -2
}

{
  "formula": "C27H37BrCl5F6N3O7PS2SiV",
  "method": "ωB97M-V/def2-TZVPD",
  "species": ["V", "C", "C", "C", "C", "C", "Br", "N", "C", "H", "H", "H", "H", "H", "H", "F", "P", "F", "F", "F", "F", "F", "Cl", "C", "C", "C", "Cl", "C", "Cl", "C", "Cl", "C", "Cl", "O", "S", "O", "O", "O", "C", "C", "C", "C", "O", "Si", "S", "O", "C", "C", "C", "C", "O", "C", "C", "C", "C", "H", "H", "H", "H", "H", "H", "H", "H", "H", "H", "H", "H", "H", "H", "H", "H", "H", "H", "H", "H", "H", "H", "H", "H", "H", "H", "H", "N", "C", "C", "N", "C", "H", "H", "H", "H"],
  "positions_angstrom": [[-0.49, 0.94, 2.77], [-0.64, -4.42, 3.18], [0.67, -3.69, 3.00], [1.50, -3.93, 1.91], [2.63, -3.15, 1.71], [2.87, -2.14, 2.63], [4.35, -0.95, 2.34], [2.13, -1.91, 3.69], [1.05, -2.68, 3.86], [-0.53, -5.49, 2.98], [-1.39, -4.02, 2.49], [-1.02, -4.29, 4.19], [1.24, -4.70, 1.19], [3.27, -3.28, 0.85], [0.44, -2.45, 4.73], [1.79, 2.11, 1.48], [0.80, 3.37, 1.34], [-0.26, 4.55, 1.24], [0.23, 3.00, 2.88], [1.31, 3.62, -0.15], [1.88, 4.34, 1.98], [-0.36, 2.30, 0.82], [2.23, 1.21, 4.41], [0.91, 0.62, 5.40], [-0.34, 0.47, 4.80], [-1.30, -0.07, 5.67], [-2.93, -0.46, 5.09], [-1.06, -0.37, 7.01], [-2.32, -1.00, 8.04], [0.20, -0.17, 7.55], [0.53, -0.55, 9.21], [1.21, 0.32, 6.73], [2.81, 0.55, 7.37], [0.65, -0.51, 0.69], [-0.87, -1.14, 0.80], [-1.69, -0.24, 0.01], [-1.07, -0.96, 2.27], [-0.86, -2.52, 0.37], [-0.67, 3.73, -2.88], [-1.17, 2.30, -2.94], [-2.49, 2.16, -2.19], [-1.32, 1.85, -4.38], [-0.19, 1.50, -2.24], [0.38, 0.01, -2.49], [1.49, -0.75, -0.79], [1.52, -0.09, -3.67], [2.87, 0.38, -3.83], [3.00, 0.66, -5.32], [3.12, 1.65, -3.03], [3.82, -0.73, -3.43], [-0.83, -0.99, -2.92], [-0.90, -2.32, -3.45], [0.19, -3.19, -2.84], [-0.73, -2.24, -4.97], [-2.27, -2.83, -3.08], [-1.40, 4.40, -3.35], [0.28, 3.82, -3.42], [-0.51, 4.04, -1.85], [-3.30, 2.61, -2.79], [-2.44, 2.67, -1.23], [-2.71, 1.11, -2.01], [-1.96, 2.56, -4.92], [-1.77, 0.85, -4.44], [-0.35, 1.82, -4.88], [2.34, 1.49, -5.60], [2.71, -0.22, -5.89], [4.03, 0.93, -5.57], [2.29, 2.35, -3.15], [4.04, 2.12, -3.37], [3.22, 1.45, -1.95], [3.66, -1.61, -4.05], [3.67, -1.02, -2.38], [4.86, -0.40, -3.53], [1.18, -2.83, -3.12], [0.07, -4.22, -3.20], [0.12, -3.18, -1.74], [0.22, -1.75, -5.21], [-1.54, -1.66, -5.41], [-0.73, -3.24, -5.41], [-2.41, -2.75, -2.00], [-2.40, -3.87, -3.38], [-3.04, -2.22, -3.57], [-4.27, 2.57, 2.25], [-3.93, 3.34, 3.35], [-2.71, 2.91, 3.72], [-2.30, 1.89, 2.88], [-3.27, 1.71, 2.01], [-5.11, 2.64, 1.71], [-4.57, 4.11, 3.74], [-2.08, 3.25, 4.52], [-3.25, 1.00, 1.20]],
  "mulliken_spin": [2.7443, -0.0009, -0.0039, 0.0019, -0.0010, 0.0027, 0.0002, 0.0048, 0.0081, -0.0002, 0.0000, -0.0001, 0.0001, -0.0001, -0.0026, -0.0005, 0.0332, 0.0006, 0.0030, 0.0005, 0.0009, 0.0149, 0.0031, -0.0011, 0.0343, -0.0219, 0.0048, -0.0193, -0.0012, 0.0290, 0.0028, -0.0144, -0.0011, 0.0306, 0.0160, 0.0214, 0.0190, 0.0005, -0.0002, 0.0008, -0.0005, 0.0000, -0.0012, -0.0025, 0.0014, 0.0014, 0.0001, 0.0000, -0.0001, -0.0001, 0.0003, -0.0006, 0.0002, 0.0000, -0.0001, 0.0000, 0.0000, 0.0001, 0.0000, 0.0002, -0.0004, 0.0000, 0.0000, 0.0000, 0.0000, 0.0000, 0.0000, 0.0001, 0.0000, -0.0001, 0.0000, 0.0001, 0.0000, -0.0003, 0.0001, 0.0006, 0.0000, 0.0000, 0.0000, -0.0001, 0.0000, 0.0000, 0.0026, -0.0005, 0.0590, -0.0423, 0.0743, -0.0011, -0.0002, -0.0023, 0.0029],
  "homo_lumo_gap_ha": [0.260, 0.311],
  "spin_multiplicity": 4,
  "e_homo_ev": [-4.9, -6.2],
  "charge": -1
}

Calculated total energy readings, ordered: -158869.463; -380718.158; -260902.871 eV